(1)
This record from the OMol25 dataset describes a cluster of 2 separate species, CHNO3 in total. The level of theory is ωB97M-V with the def2-TZVPD basis set.

**E_LUMO (alpha / beta)**: -0.00929 / -0.04230 Eh
**Calculated total energy**: -8679.6981 eV
**Net charge**: 0
**Energy above the lowest of the compared OMol25 structures with the same formula, charge and spin**: 3.986 eV

```
6
Properties=species:S:1:pos:R:3:mulliken_charge:R:1
C 0.15376 -0.72856 -0.39523 0.2682
N 2.68879 -0.13982 -0.05900 0.5621
O -0.33675 -1.78164 -0.21425 -0.2817
O 3.48657 -0.92132 0.28102 -0.4340
O 2.71266 1.05329 -0.33354 -0.4346
H 0.26783 0.29729 -0.81053 0.3200
```

(2)
This record from the OMol25 dataset describes a cluster of 2 separate species, C6H13P in total. The level of theory is ωB97M-V with the def2-TZVPD basis set.

**E_LUMO (alpha / beta)**: 0.04166 / -0.01334 Eh
**Calculated total energy**: -15716.8039 eV
**Net charge**: 0
**Energy above the lowest of the compared OMol25 structures with the same formula, charge and spin**: 4.187 eV

```
20
Properties=species:S:1:pos:R:3:mulliken_charge:R:1
C -1.58893 0.44958 1.39766 -1.0604
C -1.19970 1.69757 0.67970 0.3083
C -1.27933 3.18751 1.07813 -1.1559
C 1.30105 -2.69143 -0.14579 -1.1450
C 1.67363 -1.08612 -2.05567 -0.9222
C 0.82196 -1.51455 -0.92623 -0.3064
P 0.22571 0.62246 1.33550 -0.0771
H -2.29105 0.73152 2.14434 0.3984
H -2.13842 -0.28580 0.86723 0.2843
H -1.22183 1.63031 -0.44530 0.3155
H -1.90991 3.27237 1.94962 0.2763
H -1.76326 3.73872 0.39872 0.4193
H -0.24725 3.49248 1.26234 0.2974
H 0.77749 -3.59732 -0.55594 0.2565
H 2.38126 -2.80900 -0.26695 0.3801
H 1.09798 -2.53819 0.85806 0.3143
H 2.08992 -0.12906 -1.91395 0.2462
H 1.03640 -1.00356 -2.91112 0.2411
H 2.43825 -1.92773 -2.09080 0.2977
H -0.20400 -1.23975 -0.65954 0.6315
```

(3)
This record from the OMol25 dataset describes a structure of composition C6H38O14Y. The level of theory is ωB97M-V with the def2-TZVPD basis set.

**E_LUMO**: -0.14951 Eh
**Calculated total energy**: -36545.0009 eV
**Net charge**: +1
**Energy above the lowest of the compared OMol25 structures with the same formula, charge and spin**: 0.000 eV

```
59
Properties=species:S:1:pos:R:3:mulliken_charge:R:1
Y 0.37340 2.87496 1.46558 1.4233
C 1.95024 1.77965 -2.58060 -0.9462
C 1.53222 3.09454 -1.90437 0.3621
C 0.22935 3.58827 -2.52562 -1.1562
O 1.35805 2.88523 -0.55592 -0.6119
H 1.99408 1.87625 -3.66759 0.4861
H 1.25170 0.97301 -2.33327 0.0337
H 2.95221 1.47625 -2.24867 0.2465
H 2.30392 3.84085 -2.15341 0.2342
H 0.26412 3.76985 -3.59883 0.4368
H -0.05466 4.54402 -2.05364 0.1983
H -0.58316 2.89371 -2.28637 0.2049
C 0.45060 -0.59681 -0.05857 -1.0480
C -0.89864 0.07515 0.20332 1.7817
C -1.98831 -0.98168 0.25505 -1.7842
O -0.90084 0.88478 1.38078 -0.5678
H 1.27004 0.12768 -0.12355 0.0075
H 0.38838 -1.23423 -0.93843 0.5098
H 0.77258 -1.17447 0.82401 0.0981
H -1.12144 0.74720 -0.65159 -0.3113
H -2.98679 -0.52586 0.20301 0.4528
H -1.85756 -1.61219 1.13662 0.1941
H -1.97206 -1.60420 -0.63799 0.5491
O -3.40994 0.99559 2.73973 -0.7318
H -2.67594 0.88544 2.08877 0.2375
H -3.76844 0.10979 2.87555 0.3308
O 2.67140 -3.05899 1.97462 -0.6481
H 2.26420 -2.69248 1.17563 0.3275
H 2.08343 -3.77302 2.25506 0.3193
O -3.70290 2.26401 -1.07526 -0.6588
H -4.16488 2.34606 -1.92067 0.3168
H -3.37202 1.34988 -1.08191 0.2946
O 1.79596 -3.86590 -2.15766 -0.7325
H 2.25692 -3.17079 -1.62309 0.4282
H 1.81201 -4.66312 -1.61236 0.3214
O 3.24014 -1.93524 -0.66968 -0.6025
H 3.27257 -1.11662 -1.18731 0.2608
H 4.12467 -2.02675 -0.28338 0.2790
O 2.34112 1.44775 1.63131 -0.3964
H 3.05979 1.34753 0.98772 0.2530
H 2.53694 0.85226 2.37270 0.2940
O -1.52934 3.51037 0.17216 -0.4310
H -1.65288 4.28657 -0.39498 0.3067
H -2.32722 2.94347 -0.00197 0.2865
O -1.24271 -4.01111 -2.01007 -0.6168
H -0.33481 -3.85859 -1.70422 0.2928
H -1.18297 -3.91109 -2.97016 0.3294
O 0.57211 2.07699 3.72796 -0.5863
H 1.21489 2.11175 4.45074 0.2977
H -0.02257 1.24283 3.93333 0.4821
O -0.70097 -0.18814 4.13712 -0.7774
H -1.59084 -0.04413 4.50108 0.3700
H -0.84538 -0.24724 3.16357 0.3775
O -2.51745 -3.88938 3.31865 -0.5989
H -2.49994 -2.92962 3.39798 0.2812
H -2.76777 -4.21728 4.19189 0.3161
O 0.39384 -1.94309 -3.77832 -0.6000
H 0.91711 -1.28829 -4.25613 0.2607
H 1.02441 -2.64137 -3.51833 0.3235
```

- energy above the lowest of the compared OMol25 structures with the same formula, charge and spin of number 2 (C6H13P)?
  4.187 eV

- Which value of energy above the lowest of the compared OMol25 structures with the same formula, charge and spin does entry 2 give?
  4.187 eV

- Which of these has the highest energy above the lowest of the compared OMol25 structures with the same formula, charge and spin?
  C6H13P